Record 1
{"formula": "C4H7NS2", "method": "ωB97M-V with the def2-TZVPD basis set", "lumo_energy_ev": -0.33, "e_above_lowest_kj_mol": 166.1, "species": ["S", "S", "N", "C", "C", "C", "C", "H", "H", "H", "H", "H", "H", "H"], "coordinates": [[-1.73, -1.12, -0.15], [-4.29, 0.50, -0.08], [1.65, -0.44, -1.28], [2.08, 0.48, -0.20], [-0.22, -0.57, 0.54], [0.63, 0.21, -0.45], [-2.72, 0.24, 0.33], [2.62, 0.02, 0.63], [0.35, -1.40, 0.99], [-2.25, 0.94, 1.02], [2.53, 1.40, -0.61], [-0.50, 0.17, 1.29], [0.08, 0.98, -1.03], [1.79, -1.42, -1.01]], "nbo_charge": [0.379, 0.032, -0.585, -0.268, -0.590, -0.094, -0.498, 0.197, 0.237, 0.194, 0.207, 0.232, 0.211, 0.345]}


Record 2
{"formula": "C45H40ClCrN11O", "method": "ωB97M-V with the def2-TZVPD basis set", "lumo_energy_ev": [1.86, 1.85], "charge": -1, "multiplicity": 4, "species": ["Cr", "Cl", "O", "N", "N", "N", "N", "N", "N", "N", "N", "N", "N", "N", "C", "C", "C", "C", "C", "C", "C", "C", "C", "C", "C", "C", "C", "C", "C", "C", "C", "C", "C", "C", "C", "C", "C", "C", "C", "C", "C", "C", "C", "C", "C", "C", "C", "C", "C", "C", "C", "C", "C", "C", "C", "C", "C", "C", "C", "H", "H", "H", "H", "H", "H", "H", "H", "H", "H", "H", "H", "H", "H", "H", "H", "H", "H", "H", "H", "H", "H", "H", "H", "H", "H", "H", "H", "H", "H", "H", "H", "H", "H", "H", "H", "H", "H", "H", "H"], "coordinates": [[-0.49, 0.20, 0.30], [-2.00, -0.58, -1.23], [3.25, -3.08, 1.86], [0.77, 1.14, 1.75], [5.04, -0.74, 0.01], [-1.12, -1.16, 1.75], [0.83, 1.02, -1.06], [-4.17, -1.91, 1.81], [1.48, 0.32, 2.64], [0.98, 2.41, -2.97], [-0.48, 3.05, -1.24], [7.76, -3.39, 1.93], [4.28, -3.73, 1.88], [-4.15, -1.34, 3.08], [3.92, -0.48, -2.58], [-2.52, -4.77, -0.02], [0.91, 3.54, -5.16], [-3.54, 3.88, 0.63], [-3.67, 2.74, 1.43], [1.21, -0.72, -2.81], [-1.17, -4.40, -0.01], [-0.76, -3.25, 0.66], [-5.25, -1.52, 1.10], [-2.45, 3.99, -0.24], [0.14, 3.90, -6.25], [-1.09, 2.50, -4.20], [3.12, -0.09, -1.50], [0.26, 2.85, -4.10], [1.02, -2.13, 5.28], [1.72, 0.05, -1.74], [3.41, -1.09, -3.74], [-2.71, 1.75, 1.37], [3.71, -0.01, -0.12], [2.38, 3.93, -5.04], [1.85, -2.87, 6.25], [-3.46, -3.95, 0.62], [2.56, 1.08, 3.11], [-1.25, 3.71, -6.25], [-0.38, -2.29, 5.19], [5.34, -2.93, 1.35], [-1.64, 1.83, 0.52], [-1.83, 2.99, -5.24], [-1.07, -1.87, 4.06], [0.90, -0.76, 3.31], [5.47, -1.82, 0.58], [1.67, -1.32, 4.37], [0.41, 2.09, -1.73], [-1.50, 2.94, -0.31], [1.47, 2.30, 1.62], [-3.06, -2.77, 1.31], [-6.02, -0.71, 1.90], [2.61, 2.28, 2.41], [-0.40, -1.26, 3.00], [-5.32, -0.65, 3.11], [-2.25, 5.23, -1.06], [-1.67, -2.36, 1.24], [6.64, -3.31, 1.60], [2.06, -1.27, -3.82], [-2.94, -6.12, -0.52], [-2.78, 0.87, 2.01], [2.64, -3.47, 5.72], [3.06, -0.49, 0.66], [1.78, 1.81, -3.12], [4.07, -1.57, -4.47], [-4.50, 2.59, 2.14], [1.28, -3.65, 6.80], [2.29, -2.28, 7.04], [2.62, 4.56, -4.17], [2.65, 4.49, -5.94], [-2.08, -6.58, -1.07], [0.32, -3.04, 0.65], [-2.89, 6.02, -0.66], [-0.95, -2.75, 6.01], [-2.91, 2.83, -5.22], [3.44, 2.97, 2.49], [5.82, -0.16, -0.40], [-1.87, 4.06, -7.07], [0.11, -0.80, -2.96], [-3.30, -6.86, 0.23], [-5.44, -1.84, 0.10], [-1.21, 5.60, -0.97], [-5.58, -0.14, 4.03], [-6.97, -0.28, 1.72], [1.56, -1.71, -4.67], [1.18, 3.08, 0.91], [-2.16, -2.08, 3.93], [-3.76, -5.92, -1.25], [-1.44, 1.80, -3.49], [-0.65, 3.80, -1.89], [5.02, -0.42, -2.47], [3.97, 1.03, 0.20], [0.65, 4.42, -7.03], [-0.41, -5.12, -0.36], [-4.25, 4.66, 0.68], [3.20, 0.65, 3.89], [3.05, 3.04, -5.02], [-2.52, 5.06, -2.13], [2.74, -1.10, 4.44], [-4.56, -4.16, 0.62]], "lowdin_spin": [2.987, 0.026, 0.000, -0.011, 0.000, 0.010, 0.009, 0.000, 0.005, 0.004, 0.004, 0.000, 0.000, 0.000, 0.000, -0.001, 0.000, 0.014, -0.005, 0.000, 0.001, 0.000, 0.000, -0.005, 0.000, 0.001, -0.001, 0.000, 0.001, 0.005, -0.001, 0.002, 0.000, 0.000, 0.000, 0.001, 0.006, 0.000, 0.000, 0.000, -0.084, 0.000, 0.001, 0.002, 0.000, 0.000, 0.011, 0.001, 0.006, -0.001, 0.000, 0.002, 0.003, 0.000, -0.002, 0.006, 0.000, 0.000, 0.000, -0.001, 0.000, 0.000, 0.000, 0.000, -0.001, 0.000, 0.000, 0.000, 0.000, 0.000, 0.000, 0.000, 0.000, 0.000, 0.000, 0.000, 0.000, 0.000, 0.000, 0.000, 0.000, 0.000, 0.000, 0.000, 0.000, 0.000, 0.000, 0.000, 0.000, 0.000, 0.000, 0.000, 0.000, 0.001, 0.000, 0.000, 0.000, 0.000, 0.000]}


Record 3
{"formula": "C2H10N5", "method": "ωB97M-V with the def2-TZVPD basis set", "lumo_energy_ev": -3.63, "charge": 1, "e_above_lowest_kj_mol": 481.6, "species": ["N", "N", "N", "N", "N", "C", "C", "H", "H", "H", "H", "H", "H", "H", "H", "H", "H"], "coordinates": [[2.97, -0.38, -0.16], [1.89, 0.22, -0.27], [-1.42, -1.65, -0.18], [0.92, -0.03, 0.44], [-0.57, 1.98, 0.23], [-0.69, 0.68, -0.30], [-1.75, -0.23, 0.18], [-2.24, -2.17, -0.25], [3.72, -0.42, -0.84], [-1.91, -0.37, 1.24], [-0.25, 2.67, -0.48], [-0.82, -1.60, -1.00], [0.91, -0.64, 1.17], [-2.74, 0.24, -0.17], [-0.80, 2.14, 1.19], [-0.35, 0.74, -1.35], [3.11, -1.17, 0.56]], "nbo_charge": [-0.500, 0.116, -0.825, -0.363, -0.794, 0.233, -0.323, 0.389, 0.427, 0.235, 0.425, 0.360, 0.361, 0.238, 0.414, 0.235, 0.371]}


Record 4
{"formula": "C29H39O5Pm", "method": "ωB97M-V with the def2-TZVPD basis set", "lumo_energy_ev": 4.12, "charge": -2, "multiplicity": 5, "species": ["Pm", "O", "O", "O", "O", "O", "C", "C", "C", "C", "C", "C", "C", "C", "C", "C", "C", "C", "C", "C", "C", "C", "C", "C", "C", "C", "C", "C", "C", "C", "C", "C", "C", "C", "C", "H", "H", "H", "H", "H", "H", "H", "H", "H", "H", "H", "H", "H", "H", "H", "H", "H", "H", "H", "H", "H", "H", "H", "H", "H", "H", "H", "H", "H", "H", "H", "H", "H", "H", "H", "H", "H", "H", "H"], "coordinates": [[-0.43, -0.31, 1.90], [-0.38, -2.62, -5.56], [-1.00, -0.68, -6.49], [1.87, -0.92, -6.35], [-0.97, -1.05, 0.08], [2.80, -0.79, -4.30], [-0.21, 1.73, 3.31], [1.62, -1.92, 2.48], [-0.12, 1.85, 4.53], [-1.57, -1.54, 3.98], [-1.56, -1.19, -1.19], [2.34, 0.27, 2.32], [1.96, -0.75, 3.23], [-2.87, -1.70, 2.08], [-0.35, 0.60, 6.62], [0.21, -1.26, -3.10], [-0.03, 1.96, 5.99], [-1.00, -0.57, -2.51], [-0.41, -1.28, -5.60], [-0.23, 2.11, -2.23], [1.23, 2.19, -2.04], [-1.02, 2.99, 6.52], [1.81, -1.62, 1.09], [-0.83, 1.00, -2.97], [-1.00, -3.22, -6.69], [-2.38, -0.37, 3.89], [-1.11, 2.97, -1.40], [0.38, -0.60, -4.48], [-3.18, -0.46, 2.73], [-0.08, 0.86, -4.34], [1.81, -0.75, -5.02], [1.37, 2.39, 6.40], [3.20, -1.13, -6.84], [2.25, -0.26, 0.99], [-1.88, -2.37, 2.86], [1.60, 3.38, 6.01], [2.13, 1.69, 6.04], [1.93, -0.66, 4.31], [-1.87, 1.32, -3.16], [-1.81, -0.83, -3.21], [-0.55, 3.31, -0.52], [0.11, -2.35, -3.20], [3.59, -2.08, -6.46], [-0.94, 3.03, 7.61], [1.47, 2.52, -1.02], [-2.62, -0.88, -1.12], [-0.85, -1.77, 4.77], [-1.99, 2.40, -1.07], [3.86, -0.32, -6.54], [-0.79, 3.98, 6.12], [-1.60, -2.28, -1.39], [-2.29, 0.51, 4.53], [2.63, 1.28, 2.58], [1.70, 2.94, -2.71], [-1.35, 0.26, 6.36], [1.69, -2.31, 0.26], [1.31, -2.88, 2.90], [-0.28, 0.68, 7.72], [1.13, -1.06, -2.52], [-1.46, 3.84, -1.97], [-0.76, 1.12, -5.16], [-1.46, -3.36, 2.66], [2.54, 0.26, 0.07], [-0.87, -4.29, -6.54], [1.75, 1.24, -2.21], [-3.95, 0.25, 2.43], [0.36, -0.17, 6.29], [3.10, -1.17, -7.93], [0.79, 1.52, -4.39], [-2.06, -2.95, -6.73], [-3.32, -2.06, 1.16], [1.42, 2.43, 7.50], [-0.50, -2.89, -7.61], [-2.05, 2.73, 6.25]], "lowdin_spin": [4.037, 0.000, 0.000, 0.000, -0.010, 0.000, -0.008, -0.002, 0.004, -0.003, 0.000, -0.002, -0.002, -0.003, 0.000, 0.000, 0.001, 0.000, 0.000, 0.000, 0.000, 0.000, -0.002, 0.000, 0.000, 0.000, 0.000, 0.000, -0.002, 0.000, 0.000, 0.000, 0.000, -0.005, -0.004, 0.000, 0.000, 0.000, 0.000, 0.000, 0.000, 0.000, 0.000, 0.000, 0.000, 0.000, 0.000, 0.000, 0.000, 0.000, 0.000, 0.000, 0.000, 0.000, 0.000, 0.000, 0.000, 0.000, 0.000, 0.000, 0.000, 0.000, 0.000, 0.000, 0.000, 0.000, 0.000, 0.000, 0.000, 0.000, 0.000, 0.000, 0.000, 0.000]}